This record from the Open Molecules 2025 dataset describes an isolated ion of composition C5H12NS and charge -1. The level of theory is ωB97M-V with the def2-TZVPD basis set.

Cartesian coordinates (Å):
1 C 1.0897 -1.1121 0.4053
2 H -0.8063 -0.4641 -1.9136
3 H -1.7044 3.0086 -0.8158
4 H -1.5054 2.0245 2.0634
5 H 1.1705 -1.1858 1.5379
6 H -2.0157 1.1439 0.7903
7 H 2.1120 -0.7446 0.3810
8 H 0.7055 1.7009 0.3831
9 H -1.0525 -0.7074 0.2912
10 H -0.6076 3.8611 0.2583
11 H -0.3590 1.2107 -1.4898
12 C -0.0932 -0.2209 0.0964
13 C -1.4107 3.1161 0.2408
14 S 0.8969 -2.7071 -0.4725
15 C -1.1760 1.8302 1.0425
16 C -0.0579 0.1466 -1.3882
17 N 0.0705 1.0921 0.8839
18 H 0.9122 0.0272 -1.8731
19 H -2.2436 3.6675 0.7205

Atomic forces in eV per Å
-0.278 -1.454 2.491
0.468 0.163 -0.209
0.267 -0.363 0.336
0.919 0.314 0.597
-1.003 -0.625 -0.720
0.408 0.219 -0.379
0.061 0.986 -1.514
0.219 -0.304 -0.064
0.324 0.105 0.589
0.345 -0.391 0.124
0.015 -0.493 -0.162
2.257 2.172 -0.448
-0.610 0.905 0.044
0.224 0.049 0.231
-1.519 -0.774 -0.615
-1.227 0.492 -0.659
-0.975 -0.482 0.334
-0.028 -0.219 0.228
0.135 -0.301 -0.205

HOMO level ... -2.21 eV
Net charge ... -1
Lowest unoccupied orbital energy ... 0.127 Eh
Structure (SMILES) ... CCN[C@@H](C)C[S-]
ΔE to the lowest compared entry with this formula, charge and spin ... 26.3 kcal per mole
Molecular weight ... 118.22 g mol⁻¹
Energy ... -17704.652 eV

Atomic partial charges in e from the natural (NBO) method, atoms 1 to 2: C -0.54; H 0.22

=====

This record from the Open Molecules 2025 dataset describes C37H37ClN8O4SiSr as an isolated structure. The level of theory is ωB97M-V with the def2-TZVPD basis set.

Cartesian coordinates (Å):
1 C 1.8176 4.2644 3.1686
2 C 2.0281 1.8610 3.2160
3 O 5.1494 -0.0158 1.1045
4 Sr 0.5503 0.1383 0.5154
5 H -0.4399 -3.8907 -1.7801
6 C -0.3343 5.2481 2.5118
7 H 1.3318 -0.5262 -3.5874
8 H 2.3142 -1.7968 3.4894
9 H 1.8938 -3.7208 0.1250
10 H -3.9348 -3.8086 -4.3225
11 C -2.2704 -3.9883 -2.9547
12 O 2.9601 0.8254 0.7840
13 C -1.0473 2.9741 -1.0602
14 H 1.4648 -4.9184 3.7245
15 H 3.5989 3.1557 3.9106
16 N -5.6393 2.3832 -1.5031
17 C -1.1001 -3.4041 -2.4522
18 H 1.1833 -4.3376 -3.5460
19 N 0.7462 1.7495 2.8089
20 C -2.2527 3.7903 2.3660
21 H 2.0180 5.3440 -0.9456
22 H -0.6742 -2.9202 1.8176
23 C -3.6694 3.5503 2.2212
24 H 2.5789 0.9277 3.3009
25 H -6.3856 1.8555 -1.1589
26 C 4.3444 -4.7762 -2.4397
27 H -2.6399 -4.8984 -2.4822
28 H 0.4065 -3.5351 4.1265
29 C 2.1415 -4.0574 -3.0944
30 H -2.1100 -1.6482 -0.6517
31 H 3.2238 -1.9815 2.0077
32 H 5.1348 -5.4614 -2.6136
33 H -2.2256 4.6542 -1.7696
34 H -0.0713 -4.7348 2.8644
35 C 1.1269 4.7767 -1.0655
36 C -0.1380 5.2084 -1.5213
37 C -1.5583 -1.4838 -3.8108
38 H -2.3971 5.9025 2.1260
39 H 3.0281 -5.9927 -3.6858
40 H -3.3678 -1.4176 -4.8772
41 C -1.4242 2.6866 2.3651
42 C -2.7516 -2.0551 -4.2447
43 H 2.2413 5.2457 3.3594
44 H 2.6211 -4.8127 1.3039
45 N -2.0184 0.7791 -0.7030
46 N -4.3443 0.5674 -0.8875
47 H -4.3336 4.3960 2.0840
48 O 4.7780 2.2516 0.5159
49 C 3.5249 -2.5964 -1.8085
50 H -0.2935 6.2012 -1.8777
51 N -1.8717 1.4311 2.2257
52 C 1.3911 -3.2824 2.1826
53 C -2.1699 2.0798 -0.9761
54 H -3.7625 -1.8247 -1.0558
55 H 0.8482 -4.9597 0.9459
56 N -3.0423 -1.2873 -0.6578
57 H -5.8278 3.3434 -1.4147
58 N -3.3728 2.6858 -1.2316
59 N 0.2191 2.6003 -0.6552
60 H -1.5050 -0.4732 -4.1629
61 C -0.6589 -2.1893 -2.9934
62 C -4.0877 2.3079 2.1785
63 C -3.1350 1.2504 2.2440
64 C 4.5094 -3.5705 -1.7545
65 C 2.6361 -2.5297 2.7508
66 H 3.6669 -1.5733 -1.3249
67 C -3.1189 0.0454 -0.7473
68 H 3.3830 -3.1740 3.2136
69 C 2.5206 3.1145 3.5572
70 H 0.1270 6.2143 2.4886
71 H 5.4561 -3.3531 -1.3301
72 C 1.7190 -4.2876 1.0313
73 C 0.4864 4.1092 2.7228
74 C 0.2608 -2.3184 1.7187
75 C 0.0174 2.8302 2.6686
76 Cl 4.3772 0.8817 0.3040
77 C -1.2284 4.2924 -1.4490
78 H -5.1173 2.0386 1.9932
79 C 3.1639 -5.0023 -3.1424
80 H -3.5064 0.2459 2.1074
81 C 1.2522 3.4253 -0.7137
82 C -1.6897 5.1164 2.4360
83 O 4.4522 0.5632 -1.0652
84 C 0.7513 -4.1724 3.2929
85 C 2.3072 -2.7780 -2.5473
86 H 2.2092 3.0525 -0.3982
87 Si 1.0065 -1.3319 -2.3522
88 C -3.0768 -3.3534 -3.8778
89 C -4.3746 1.8748 -1.1849

Atomic forces in eV per Å
0.245 -1.308 0.950
-2.135 0.151 0.010
0.218 -0.228 0.072
-0.502 -0.332 -0.062
0.199 -0.639 0.764
-1.652 0.266 0.147
-0.014 -0.012 -0.145
-0.131 0.019 0.137
-0.015 -0.163 -0.367
-0.554 -0.429 0.110
-0.007 -0.473 1.235
0.880 -0.466 -0.628
0.389 -0.568 0.960
-0.217 0.379 -0.230
-1.551 0.206 -0.361
0.770 -0.600 -0.397
-0.566 0.612 -1.898
0.293 0.280 -0.054
1.976 -1.391 0.364
-0.946 0.395 -0.014
0.373 0.838 -0.322
0.188 0.245 -0.205
1.992 2.694 -0.037
0.053 0.309 0.023
-1.006 -1.181 0.461
-0.860 0.723 -0.795
0.237 -0.190 -0.339
-0.075 -0.280 -0.271
-0.544 0.087 -0.655
0.314 -0.477 -0.151
-0.389 0.052 -0.313
0.811 -0.576 0.402
0.811 -0.447 0.256
-0.270 0.052 0.058
-0.381 -1.083 -0.186
-0.923 -2.138 0.944
-1.040 -0.834 -0.090
0.665 0.031 0.626
0.071 1.392 0.698
-0.205 -0.448 -0.010
1.179 -0.206 0.660
0.570 0.201 -0.012
-0.052 -0.045 -0.228
0.360 -0.610 -0.075
0.892 -1.197 0.201
-0.988 -0.329 -0.339
-0.010 0.038 0.090
0.403 -0.086 0.038
-0.764 1.418 -0.270
-0.180 0.598 -0.129
1.159 -0.434 0.625
-1.075 -0.299 0.253
0.961 1.869 -0.129
-0.750 -0.539 -0.406
0.511 0.145 -0.307
0.997 0.193 1.021
0.491 1.265 0.102
0.137 0.109 -0.215
0.164 -1.426 0.000
1.131 0.546 0.173
0.690 1.203 0.453
-0.748 -2.722 0.046
-1.861 -0.106 -1.085
-0.450 -0.108 -0.894
-0.281 -0.188 -0.620
0.021 -1.669 -0.569
-0.500 1.255 -0.353
-0.112 -0.440 0.228
2.100 0.957 -0.637
0.214 0.391 -0.066
0.675 0.181 0.692
-0.366 1.166 0.825
2.025 1.576 0.974
0.572 -0.033 0.004
-2.430 -0.109 -1.231
-1.382 1.418 1.746
0.548 3.257 -1.300
-0.136 0.031 0.154
-0.086 -1.143 0.183
0.045 -0.327 0.120
-1.363 0.927 0.078
0.121 -0.300 -1.249
-0.026 -0.481 -1.179
1.201 0.240 0.736
0.688 -0.385 1.384
0.309 -0.299 0.170
-0.436 -0.566 -0.291
0.131 0.711 -0.171
-0.807 -0.118 0.110

HOMO level (spin up / spin down) ... -0.74 / -0.06 eV
Net charge ... -2
Lowest unoccupied orbital energy (spin up / spin down) ... 0.150 / 0.150 Eh
ΔE to the lowest compared entry with this formula, charge and spin ... 31.3 kcal per mole
Molecular weight ... 808.91 g mol⁻¹
Energy ... -80310.111 eV

Atomic partial charges in e from the Löwdin method, atoms 1 to 2: C 0.01; C -0.11

=====

This record from the Open Molecules 2025 dataset describes a 3-piece molecular cluster, C5H14NO4 overall. The level of theory is ωB97M-V with the def2-TZVPD basis set.

Cartesian coordinates (Å):
1 H 0.0623 1.9010 -1.3927
2 H -1.9156 0.3429 2.6417
3 C 1.1606 -0.4415 1.9549
4 O 1.2904 -2.5620 0.0872
5 H 1.8777 -1.8101 0.4838
6 C -0.7402 1.2524 -1.0514
7 N 0.6002 0.5874 0.9361
8 H 2.2982 -0.6295 -1.0556
9 C 0.1277 0.1083 -0.3755
10 C -1.7278 0.7364 -2.1482
11 H 1.2467 0.2845 2.7966
12 C 1.1774 -0.3728 -1.3381
13 H -1.4233 0.1087 -2.8592
14 O 0.8348 -0.7924 -2.4186
15 H -2.6883 0.2370 -1.8473
16 H -0.5176 -0.7969 -0.1275
17 H -1.3301 1.7676 -0.2298
18 H 1.3547 1.2315 0.7162
19 H -1.1348 1.2249 1.7685
20 H 0.6186 -2.7063 0.8243
21 H -1.9350 1.5571 -2.8011
22 O 2.3914 -0.7841 1.5794
23 H 0.4847 -1.4671 1.9172
24 O -2.1126 1.0231 1.9392

Atomic forces in eV per Å
-0.490 0.634 -0.646
-0.825 0.816 -0.954
1.087 0.389 -2.042
-1.013 -0.425 1.172
-0.092 -0.739 0.547
-0.507 -1.809 1.084
-1.221 -0.172 -0.425
-1.830 1.382 0.091
-1.610 -0.037 1.656
-1.397 2.269 2.283
-0.948 -1.207 0.772
1.548 -2.403 -0.314
2.442 -2.987 -2.192
0.047 0.538 -0.618
0.804 0.946 0.571
0.680 1.046 -0.681
0.826 -0.614 -1.116
0.308 -0.139 0.621
-0.999 -0.180 -0.523
1.495 0.094 -1.642
-0.893 1.128 -0.106
0.380 -0.647 -0.021
0.302 2.940 1.043
1.906 -0.822 1.440

HOMO level ... -3.92 eV
Net charge ... -1
Lowest unoccupied orbital energy ... 0.139 Eh
ΔE to the lowest compared entry with this formula, charge and spin ... 96.8 kcal per mole
Molecular weight ... 152.17 g mol⁻¹
Energy ... -15090.723 eV

Atomic partial charges in e from the natural (NBO) method, atoms 1 to 2: H 0.19; H 0.46

=====

This record from the Open Molecules 2025 dataset describes one molecule with the formula C5H8O. The level of theory is ωB97M-V with the def2-TZVPD basis set.

Cartesian coordinates (Å):
1 C 1.1948 0.0631 0.3184
2 H 0.0940 0.0861 2.2977
3 C -0.6142 -1.3376 -0.7444
4 H 2.0756 -0.3647 0.8084
5 C 0.6406 -0.8873 -0.7298
6 H -1.2978 -1.1019 0.0687
7 H -1.0062 -1.9342 -1.5611
8 C 0.1475 0.5112 1.3012
9 O -0.8479 1.7487 -0.4420
10 H -1.5945 1.7557 1.4708
11 H 1.5600 0.9589 -0.2108
12 C -0.7927 1.3482 0.8591
13 H 1.3178 -1.1738 -1.5343
14 H -0.4761 1.0159 -0.9798

Atomic forces in eV per Å
0.024 -0.100 0.002
0.078 0.267 -0.059
0.182 0.023 -0.034
-0.174 -0.058 -0.026
-0.120 -0.193 -0.050
0.068 0.026 -0.210
0.188 -0.082 0.103
-0.125 0.108 -0.097
-0.042 -0.258 -0.184
0.175 -0.026 -0.095
0.046 -0.230 0.070
0.062 -0.166 0.298
-0.076 0.099 0.074
-0.287 0.591 0.207

HOMO level ... -8.90 eV
Net charge ... 0
Lowest unoccupied orbital energy ... 0.038 Eh
Structure (SMILES) ... C=CC/C=C\O
ΔE to the lowest compared entry with this formula, charge and spin ... 36.2 kcal per mole
Molecular weight ... 84.12 g mol⁻¹
Energy ... -7360.686 eV

Atomic partial charges in e from the natural (NBO) method, atoms 1 to 2: C -0.50; H 0.22